The following is a DFT calculation (ωB97M-V with the def2-TZVPD basis set) of a structure of composition C27H68B3CaF8N8O6 in a non-equilibrium geometry.

Properties
Total charge: +3
HOMO energy: -15.10 eV
HOMO-LUMO gap: 0.314 Ha

Positions of all 121 atoms, in Å:
Ca (3.171, -1.865, 0.192)
N (3.114, -2.060, 3.196)
O (3.230, -0.917, 2.771)
O (2.945, -2.911, 2.393)
O (3.004, -2.264, 4.389)
B (0.855, -1.206, 0.354)
H (-0.082, -1.097, 0.878)
H (1.689, -0.669, 0.776)
H (1.081, -2.261, 0.328)
H (0.666, -0.839, -0.643)
C (0.941, -0.280, -4.762)
C (2.066, 0.088, -3.759)
N (2.725, 1.305, -4.261)
C (3.666, 1.412, -5.256)
C (4.035, 2.811, -5.307)
N (3.346, 3.509, -4.397)
C (2.652, 2.555, -3.678)
C (3.329, 4.911, -4.426)
H (1.251, -0.354, -5.805)
H (0.065, 0.367, -4.786)
H (0.580, -1.282, -4.527)
H (2.812, -0.701, -3.675)
H (1.718, 0.212, -2.733)
H (4.012, 0.527, -5.769)
H (4.697, 3.328, -5.986)
H (2.034, 2.754, -2.814)
H (2.744, 5.193, -5.301)
H (4.324, 5.357, -4.410)
H (2.882, 5.284, -3.504)
C (4.220, 3.430, 2.133)
C (2.763, 3.767, 1.867)
N (1.864, 3.283, 2.916)
C (1.424, 3.896, 4.065)
C (0.532, 2.999, 4.652)
N (0.613, 1.847, 3.987)
C (1.394, 2.047, 2.914)
C (-0.112, 0.619, 4.268)
H (4.608, 4.000, 2.977)
H (4.925, 3.165, 1.344)
H (4.115, 2.431, 2.556)
H (2.440, 3.378, 0.901)
H (2.765, 4.856, 1.832)
H (1.682, 4.898, 4.374)
H (-0.071, 3.127, 5.539)
H (1.696, 1.176, 2.350)
H (0.061, -0.167, 3.533)
H (-1.160, 0.762, 4.534)
H (0.353, 0.395, 5.228)
C (0.195, -5.369, 2.257)
N (-0.185, -4.605, 3.508)
C (0.938, -4.740, 4.481)
C (-0.358, -3.149, 3.150)
C (-1.452, -5.119, 4.235)
C (-2.780, -4.729, 3.568)
O (-2.881, -5.190, 2.245)
H (1.105, -4.955, 1.822)
H (-0.570, -5.120, 1.521)
H (0.353, -6.446, 2.301)
H (1.924, -4.574, 4.047)
H (0.848, -5.749, 4.883)
H (0.654, -4.038, 5.265)
H (-0.440, -2.596, 4.086)
H (-1.291, -3.114, 2.586)
H (0.446, -2.576, 2.690)
H (-1.408, -4.717, 5.248)
H (-1.411, -6.195, 4.401)
H (-3.000, -3.667, 3.676)
H (-3.564, -5.172, 4.183)
H (-3.570, -4.686, 1.805)
C (-2.996, 3.254, 1.824)
N (-2.437, 3.986, 0.541)
C (-3.383, 4.988, -0.097)
C (-1.297, 4.738, 1.134)
C (-2.042, 2.945, -0.540)
C (-0.808, 2.069, -0.419)
O (-0.818, 1.286, 0.768)
H (-3.548, 3.981, 2.420)
H (-2.186, 2.822, 2.410)
H (-3.575, 2.547, 1.230)
H (-2.738, 5.479, -0.826)
H (-3.609, 5.605, 0.772)
H (-4.319, 4.640, -0.533)
H (-0.704, 3.947, 1.595)
H (-1.397, 5.560, 1.843)
H (-0.714, 5.134, 0.303)
H (-1.733, 3.667, -1.296)
H (-2.928, 2.377, -0.822)
H (0.061, 2.720, -0.318)
H (-0.812, 1.402, -1.281)
H (-0.107, 0.656, 0.628)
C (-3.172, -1.548, -4.496)
N (-4.080, -1.686, -3.222)
C (-5.427, -1.198, -3.723)
C (-4.038, -3.199, -3.097)
C (-3.681, -0.841, -1.959)
C (-2.421, -1.332, -1.177)
O (-1.271, -1.228, -1.948)
H (-3.506, -2.188, -5.312)
H (-2.147, -1.685, -4.152)
H (-3.296, -0.543, -4.900)
H (-5.474, -0.126, -3.919)
H (-6.055, -1.322, -2.841)
H (-5.685, -1.699, -4.656)
H (-4.628, -3.533, -2.244)
H (-2.984, -3.439, -2.960)
H (-4.377, -3.673, -4.019)
H (-4.603, -0.937, -1.385)
H (-3.507, 0.192, -2.261)
H (-2.708, -2.317, -0.810)
H (-2.312, -0.842, -0.210)
H (-0.576, -1.423, -1.314)
B (3.839, 1.087, -0.694)
F (3.829, -0.094, -1.414)
F (4.345, 2.119, -1.566)
F (2.555, 1.439, -0.303)
F (4.618, 0.971, 0.352)
B (2.331, -3.795, -1.754)
F (1.047, -4.273, -1.730)
F (2.808, -4.030, -0.468)
F (3.130, -4.560, -2.629)
F (2.318, -2.409, -1.932)

Atom charges from the Mulliken analysis, given in e for atoms 1 to 99: Ca 0.3808; N 1.2748; O -0.7423; O -0.7498; O -0.6636; B 10.5652; H -0.9966; H -2.2140; H -0.7175; H -2.0657; C -1.1894; C 0.1949; N 0.5106; C -0.3672; C -0.6042; N 0.3091; C -0.3675; C -0.9232; H 0.4908; H 0.3196; H 0.2897; H 0.3585; H -0.7192; H 0.5100; H 0.5001; H 0.3300; H 0.3842; H 0.3475; H 0.3285; C -1.1484; C -0.1473; N 0.3627; C -0.6996; C -0.3532; N 0.4345; C -0.6841; C -0.8004; H 0.3335; H 0.3836; H 0.2755; H -0.1848; H 0.5523; H 0.5099; H 0.5719; H 0.1121; H 0.0324; H 0.4111; H 0.5224; C -0.8946; N 0.3881; C -0.9222; C -0.3695; C -0.4670; C -0.7277; O -0.4992; H 0.2773; H 0.3772; H 0.3628; H 0.2365; H 0.3845; H 0.4526; H 0.4819; H 0.3127; H -0.5764; H 0.4010; H 0.4461; H 0.3640; H 0.4568; H 0.3173; C -0.5521; N 0.1220; C -0.8175; C -0.8406; C -1.4746; C 0.7195; O -0.6726; H 0.4096; H 0.1217; H 0.3713; H 0.4345; H 0.3880; H 0.2927; H 0.1920; H 0.3497; H 0.3833; H 0.3244; H 0.5500; H 0.0130; H 0.2484; H -0.9965; C -1.0163; N 0.0188; C -0.8432; C -0.8533; C -1.0821; C -0.1063; O -0.3137; H 0.4628; H 0.4148



The following is a DFT calculation (ωB97M-V with the def2-TZVPD basis set) of a cluster of 5 separate species, C15H35N5O5 in total.

Properties
HOMO energy: -9.17 eV
Structure (SMILES): CN(C)C=O.CN(C)C=O.CN(C)C=O.CN(C)C=O.CN(C)C=O
HOMO-LUMO gap: 0.347 Ha

Positions of all 60 atoms, in Å:
C (-14.369, 14.424, -16.323)
O (-15.421, 14.234, -16.900)
N (-14.166, 14.453, -14.979)
C (-12.949, 14.971, -14.414)
C (-15.323, 14.383, -14.115)
H (-13.401, 14.580, -16.848)
H (-12.573, 14.284, -13.649)
H (-13.107, 15.942, -13.940)
H (-12.178, 15.039, -15.179)
H (-16.074, 13.754, -14.588)
H (-15.063, 13.918, -13.164)
H (-15.759, 15.369, -13.939)
C (-11.395, 9.012, -24.079)
O (-10.302, 9.025, -24.598)
N (-12.557, 9.175, -24.744)
C (-13.845, 8.961, -24.105)
C (-12.523, 9.482, -26.150)
H (-11.554, 8.872, -22.995)
H (-13.737, 8.325, -23.227)
H (-14.457, 8.371, -24.790)
H (-14.319, 9.905, -23.842)
H (-12.184, 8.625, -26.741)
H (-13.502, 9.772, -26.528)
H (-11.850, 10.312, -26.367)
C (-13.241, 11.697, -19.141)
O (-13.414, 10.523, -18.909)
N (-12.783, 12.189, -20.317)
C (-12.496, 11.293, -21.414)
C (-12.678, 13.603, -20.557)
H (-13.427, 12.513, -18.419)
H (-11.433, 11.045, -21.454)
H (-12.850, 11.743, -22.344)
H (-13.044, 10.361, -21.286)
H (-12.848, 14.150, -19.632)
H (-11.678, 13.835, -20.937)
H (-13.397, 13.934, -21.312)
C (-11.158, 5.323, -19.698)
O (-11.527, 4.904, -20.776)
N (-11.087, 6.625, -19.349)
C (-11.325, 7.638, -20.346)
C (-10.445, 7.035, -18.125)
H (-10.863, 4.642, -18.880)
H (-11.827, 8.485, -19.873)
H (-11.973, 7.216, -21.112)
H (-10.416, 7.973, -20.858)
H (-10.010, 6.180, -17.617)
H (-9.684, 7.785, -18.358)
H (-11.156, 7.526, -17.452)
C (-15.670, 17.090, -24.041)
O (-15.401, 17.030, -25.218)
N (-14.771, 17.025, -23.024)
C (-15.210, 17.109, -21.654)
C (-13.418, 16.617, -23.302)
H (-16.708, 17.201, -23.685)
H (-16.288, 16.949, -21.593)
H (-14.998, 18.088, -21.220)
H (-14.748, 16.323, -21.054)
H (-13.139, 15.764, -22.680)
H (-13.337, 16.334, -24.348)
H (-12.685, 17.413, -23.138)

The net atomic charges from Mulliken, expressed in e, are: C 0.4180; O -0.6129; N 0.0308; C -0.8553; C -0.9591; H 0.1123; H 0.2955; H 0.3064; H 0.3059; H 0.3052; H 0.3317; H 0.3238; C 0.4337; O -0.6207; N 0.1500; C -0.9662; C -1.0258; H -0.0295; H 0.2985; H 0.4324; H 0.2852; H 0.2894; H 0.4143; H 0.3308; C 0.5264; O -0.5900; N 0.1893; C -1.0363; C -0.7321; H -0.1573; H 0.2960; H 0.3321; H 0.3390; H 0.1107; H 0.3472; H 0.3168; C 0.1080; O -0.5740; N 0.1718; C -1.0702; C -0.9077; H 0.2838; H 0.3747; H 0.3670; H 0.3433; H 0.3521; H 0.3059; H 0.2671; C 0.1698; O -0.5609; N 0.1207; C -0.7930; C -0.6124; H 0.2743; H 0.3302; H 0.2680; H 0.1939; H 0.0291; H 0.3307; H 0.2916



The following is a DFT calculation (ωB97M-V with the def2-TZVPD basis set) of an isolated molecule of C25H29NO6 in a non-equilibrium geometry.

Properties
HOMO energy: -7.78 eV
Structure (SMILES): CCN(CC)CC[C@H](c1ccc2c(c1)OCO2)c1c(OC)cc(OC)c2ccc(=O)oc12
HOMO-LUMO gap: 0.295 Ha

Positions of all 61 atoms, in Å:
C (-2.445, -5.351, -0.564)
H (-3.320, -5.791, -1.037)
H (-2.380, -5.727, 0.454)
H (-1.557, -5.661, -1.107)
C (-2.556, -3.830, -0.588)
N (-1.345, -3.199, -0.098)
C (-1.186, -1.826, -0.535)
H (-1.519, -1.759, -1.574)
C (0.280, -1.393, -0.469)
H (0.611, -1.356, 0.567)
H (0.872, -2.135, -1.005)
C (0.480, -0.019, -1.116)
C (-0.337, 1.031, -0.394)
C (-1.481, 1.572, -0.979)
C (-2.250, 2.557, -0.337)
C (-1.849, 3.011, 0.937)
C (-0.720, 2.475, 1.527)
C (0.030, 1.491, 0.875)
O (1.130, 0.921, 1.417)
C (1.654, 1.416, 2.625)
H (0.970, 1.249, 3.464)
H (2.570, 0.852, 2.794)
H (1.896, 2.481, 2.554)
H (-0.412, 2.813, 2.502)
O (-2.632, 3.965, 1.498)
C (-2.290, 4.470, 2.767)
H (-1.306, 4.948, 2.757)
H (-2.309, 3.685, 3.530)
H (-3.049, 5.214, 3.000)
C (-3.407, 3.051, -1.012)
C (-3.741, 2.574, -2.227)
C (-2.941, 1.557, -2.880)
O (-3.166, 1.070, -3.960)
O (-1.833, 1.114, -2.202)
H (-4.606, 2.917, -2.770)
H (-3.996, 3.809, -0.518)
C (1.921, 0.444, -1.186)
C (2.176, 1.647, -1.834)
C (3.455, 2.182, -1.942)
C (4.479, 1.464, -1.375)
C (4.236, 0.255, -0.727)
C (2.974, -0.276, -0.620)
H (2.823, -1.208, -0.106)
O (5.420, -0.251, -0.249)
C (6.417, 0.668, -0.640)
O (5.822, 1.749, -1.323)
H (6.944, 1.042, 0.253)
H (7.142, 0.167, -1.302)
H (3.639, 3.115, -2.448)
H (1.350, 2.187, -2.271)
H (0.099, -0.071, -2.141)
H (-1.807, -1.129, 0.059)
C (-1.133, -3.378, 1.332)
C (0.111, -4.220, 1.613)
H (0.015, -5.198, 1.151)
H (0.242, -4.349, 2.685)
H (0.994, -3.738, 1.206)
H (-1.025, -2.403, 1.822)
H (-2.004, -3.868, 1.784)
H (-3.447, -3.516, -0.014)
H (-2.702, -3.512, -1.623)

The net atomic charges from Mulliken, expressed in e, are: C -1.2880; H 0.4490; H 0.2890; H 0.3123; C -0.4689; N 0.5297; C -1.5142; H 0.4932; C -1.2722; H 0.3898; H 0.5012; C 1.3205; C -0.2665; C 0.6648; C 0.7319; C 0.7566; C -0.9368; C 0.5281; O -0.2557; C -1.1533; H 0.3399; H 0.2627; H 0.3942; H 0.6547; O -0.5088; C -0.9354; H 0.3419; H 0.3396; H 0.2555; C -0.9862; C -0.4111; C 0.0560; O -0.6422; O -0.5026; H 0.4454; H 0.4850; C -0.6686; C -0.4765; C -1.3304; C 0.9173; C 0.5251; C -0.8393; H 0.6116; O -0.5195; C -0.2834; O -0.4964; H 0.2509; H 0.2500; H 0.4266; H 0.4761; H 0.7828; H 0.3766; C -0.6726; C -1.1569; H 0.3033; H 0.4105; H 0.1726; H 0.2977; H 0.5254; H 0.3501; H 0.3678



Which of these has the lowest HOMO energy? C27H68B3CaF8N8O6



HOMO-LUMO gap of number 2 (C15H35N5O5)? 0.347 Ha